Computed, not measured: a cluster of 2 separate species, CH3I2N in total at a distorted geometry, with ωB97M-V with the def2-TZVPD basis set.

Each line ends with the Mulliken charge.
Positions of all 7 atoms, in Å:
C  0.2554  0.6825  -0.0282  -0.420
N  -2.7372  -0.0555  0.4193  -0.565
I  -3.5949  1.6793  -0.2300  0.132
I  -3.7498  -1.7370  0.1057  0.141
H  -0.5689  0.1167  0.3897  0.222
H  0.2164  0.9367  -1.0932  0.243
H  0.7768  1.2875  0.7151  0.246

Forces on the atoms, in the same order (eV/Å):
-1.301 0.884 0.315
0.541 0.851 0.101
0.224 -0.477 0.072
-0.270 -0.270 -0.168
0.016 -0.601 -0.242
0.431 -0.231 0.491
0.359 -0.157 -0.570

The value obtained for the max |F| is 0.0312 Eh/bohr. The calculation puts the frontier orbital gap (spin up / spin down) at 4.08 / 3.74 eV. The value obtained for the total energy is -18770.0071 eV. The calculation puts the LUMO energy (spin up / spin down) at -0.116 / -0.125 Eh.

***

Computed, not measured: a structure of composition CH3I2P at a distorted geometry, with ωB97M-V with the def2-TZVPD basis set.

Each line ends with the Mulliken charge.
Positions of all 7 atoms, in Å:
C  -0.1991  0.2093  0.5953  -0.615
P  -0.4411  0.0570  -1.2129  -0.013
I  1.1125  1.9071  0.5773  0.087
I  0.5903  -1.4362  1.8468  0.083
H  -1.3251  0.5300  1.0752  0.397
H  -0.6242  -1.1918  -1.2068  0.003
H  0.8867  -0.0753  -1.6748  0.058

Forces on the atoms, in the same order (eV/Å):
-2.401 0.899 1.559
0.337 3.581 -0.323
-0.037 0.265 0.746
-0.460 0.794 -0.767
3.489 -0.863 -1.177
-0.986 -4.716 -0.266
0.058 0.040 0.227

The value obtained for the max |F| is 0.0938 Eh/bohr. The calculation puts the frontier orbital gap at 8.77 eV. The value obtained for the total energy is -26573.8959 eV. The calculation puts the LUMO energy at -0.021 Eh.

***

Computed, not measured: a cluster of 2 separate species, CH3I2P in total at a distorted geometry, with ωB97M-V with the def2-TZVPD basis set.

Each line ends with the Mulliken charge.
Positions of all 7 atoms, in Å:
C  -0.5987  -0.2710  -0.0403  -1.004
P  0.4868  0.7944  -1.0117  0.057
I  -0.0734  2.9792  -0.0462  -0.051
I  2.6789  -2.0274  0.4595  -0.054
H  -0.6348  -1.2768  -0.3224  0.375
H  -1.6280  0.1079  -0.1063  0.354
H  -0.2308  -0.3063  1.0675  0.323

Forces on the atoms, in the same order (eV/Å):
-0.229 1.360 2.753
0.520 0.074 -0.115
0.142 -0.527 -0.118
-0.123 0.310 -0.141
0.355 -1.557 -0.940
0.207 0.012 0.360
-0.872 0.329 -1.799

The value obtained for the max |F| is 0.0599 Eh/bohr. The calculation puts the frontier orbital gap (spin up / spin down) at 5.13 / 8.14 eV. The value obtained for the total energy is -26574.4437 eV. The calculation puts the LUMO energy (spin up / spin down) at -0.120 / -0.058 Eh.

***

Computed, not measured: a structure of composition CH3IN2O at a distorted geometry, with ωB97M-V with the def2-TZVPD basis set.

Each line ends with the Mulliken charge.
Positions of all 8 atoms, in Å:
C  -0.9350  0.6935  0.1986  -0.877
N  2.5754  -1.2692  -0.2771  -0.650
N  1.6896  -0.4804  -0.1054  0.739
O  1.4772  0.7132  -0.1692  -0.425
I  -0.9493  -1.3627  -0.0265  0.133
H  -1.3824  1.1776  -0.6078  0.366
H  -0.6729  1.0957  1.0613  0.459
H  2.3178  -2.1347  0.1887  0.256

Forces on the atoms, in the same order (eV/Å):
-1.013 -3.181 -2.869
2.456 -0.157 -0.347
-2.191 1.727 1.464
1.236 -1.033 -0.913
-0.620 0.581 0.335
-0.503 0.879 -0.929
0.967 1.606 3.681
-0.332 -0.423 -0.421

The value obtained for the max |F| is 0.0856 Eh/bohr. The calculation puts the frontier orbital gap (spin up / spin down) at 7.46 / 8.66 eV. The value obtained for the total energy is -14207.9837 eV. The calculation puts the LUMO energy (spin up / spin down) at -0.028 / -0.001 Eh.

***

Computed, not measured: a cluster of 2 separate species, CH3IN2O in total at a distorted geometry, with ωB97M-V with the def2-TZVPD basis set.

Each line ends with the Mulliken charge.
Positions of all 8 atoms, in Å:
C  0.2865  -0.9842  -0.1246  0.074
N  -0.0215  0.2931  0.1372  -0.372
N  2.7677  1.3831  0.0671  -0.402
O  1.3725  -1.5266  -0.1057  -0.506
I  3.9716  -0.0145  -0.1008  0.385
H  -0.5761  -1.5514  -0.4462  0.320
H  -0.9662  0.6057  0.3170  0.259
H  0.5102  0.8384  0.8116  0.243

Forces on the atoms, in the same order (eV/Å):
0.028 -1.051 -0.421
-0.207 1.949 1.719
-0.929 1.205 0.205
-0.177 0.456 0.383
1.333 -0.999 -0.171
-0.662 -0.314 -0.314
-0.369 -0.888 -0.707
0.982 -0.358 -0.693

The value obtained for the max |F| is 0.0507 Eh/bohr. The calculation puts the frontier orbital gap (spin up / spin down) at 7.75 / 7.74 eV. The value obtained for the total energy is -14209.9373 eV. The calculation puts the LUMO energy (spin up / spin down) at -0.035 / -0.032 Eh.

***

Computed, not measured: an isolated molecule of CH3IN2O at a distorted geometry, with ωB97M-V with the def2-TZVPD basis set.

Each line ends with the Mulliken charge.
Positions of all 8 atoms, in Å:
C  -0.0972  0.1805  -0.0247  -0.656
N  -1.3395  0.9520  -0.2611  -0.273
N  -2.0761  0.7736  -1.3186  0.308
O  -2.0075  0.0733  -2.3720  -0.384
I  -1.0047  -1.5766  -3.1864  0.184
H  0.2420  0.3228  1.0692  0.269
H  0.8015  0.5254  -0.5737  0.318
H  -0.0974  -0.8256  -0.3337  0.234

Forces on the atoms, in the same order (eV/Å):
1.519 1.349 1.174
-1.676 -1.341 -3.968
2.308 2.202 5.644
-0.246 -0.870 -1.653
0.504 -0.030 0.478
-1.081 -0.453 -1.651
-0.715 0.653 -0.146
-0.611 -1.510 0.121

The SMILES is C/N=N\OI. The value obtained for the max |F| is 0.1261 Eh/bohr. The calculation puts the frontier orbital gap at 8.02 eV. The value obtained for the total energy is -14209.2850 eV. The calculation puts the LUMO energy at -0.067 Eh.

***

Computed, not measured: a cluster of 2 separate species, CH3IN4 in total at a distorted geometry, with ωB97M-V with the def2-TZVPD basis set.

Each line ends with the Mulliken charge.
Positions of all 9 atoms, in Å:
C  0.2497  -1.3251  1.0825  -0.294
N  0.6636  0.1619  -2.0485  -0.454
N  0.0050  1.0158  -1.7711  0.950
N  -0.7791  -0.8105  1.5042  -0.428
N  -0.7819  1.8099  -1.3867  -0.745
I  2.1043  -1.5980  2.0531  0.048
H  0.1080  -1.5301  -0.0389  0.405
H  -0.8061  -0.4648  2.3988  0.256
H  -0.7635  2.7409  -1.7933  0.263

Forces on the atoms, in the same order (eV/Å):
-0.058 -0.296 -3.055
0.930 -1.008 -0.312
1.369 -1.140 -1.008
-1.360 -0.008 -1.322
-2.631 2.460 1.478
-0.050 -0.055 -0.090
1.417 -0.496 1.537
0.064 0.834 2.914
0.319 -0.290 -0.143

The value obtained for the max |F| is 0.0757 Eh/bohr. The calculation puts the frontier orbital gap at 10.34 eV. The value obtained for the total energy is -15143.6146 eV. The calculation puts the LUMO energy at 0.018 Eh.

***

Computed, not measured: a structure of composition CH3INO2PS at a distorted geometry, with ωB97M-V with the def2-TZVPD basis set.

Each line ends with the Mulliken charge.
Positions of all 10 atoms, in Å:
O  0.8256  -1.6908  0.7115  -0.433
C  0.7000  -0.8776  -0.1097  0.585
N  1.8030  -0.0481  -0.4265  -0.571
I  2.9024  0.3312  1.2630  0.214
O  -0.4798  -0.7570  -0.8261  -0.344
P  -1.5765  0.2927  -0.1462  0.317
S  -0.9900  1.1673  1.4737  -0.304
H  1.4988  0.8051  -0.8905  0.335
H  -1.9350  1.2522  -1.1286  0.095
H  -2.7485  -0.4748  0.0795  0.105

Forces on the atoms, in the same order (eV/Å):
-0.495 -2.494 1.832
1.664 1.268 -0.673
-1.720 0.266 -0.288
0.153 0.170 -0.429
-0.653 1.391 -0.386
0.065 0.355 1.014
-0.025 -0.163 -0.438
0.319 -0.004 0.119
0.214 -0.745 -0.178
0.480 -0.043 -0.574

The value obtained for the max |F| is 0.0609 Eh/bohr. The calculation puts the frontier orbital gap at 8.87 eV. The value obtained for the total energy is -34895.1333 eV. The calculation puts the LUMO energy at -0.021 Eh.

***

Computed, not measured: an isolated molecule of CH3INP at a distorted geometry, with ωB97M-V with the def2-TZVPD basis set.

Each line ends with the Mulliken charge.
Positions of all 7 atoms, in Å:
H  -1.7433  1.9615  -0.2483  0.062
P  -0.4535  1.7131  -0.0325  0.110
N  -0.6938  0.1928  -0.2335  -0.190
C  0.2425  -0.7829  0.0247  -0.528
I  2.4610  -0.3135  0.0016  -0.045
H  0.0160  -1.0768  1.2444  0.285
H  0.1712  -1.6942  -0.7563  0.306

Forces on the atoms, in the same order (eV/Å):
-2.216 1.082 -0.377
1.857 0.466 0.175
0.288 -0.658 -0.048
-0.309 -3.161 1.720
-0.703 0.059 0.041
0.924 0.175 -3.698
0.159 2.038 2.188

The SMILES is [H]/P=N/CI. The value obtained for the max |F| is 0.0742 Eh/bohr. The calculation puts the frontier orbital gap at 8.36 eV. The value obtained for the total energy is -19962.9007 eV. The calculation puts the LUMO energy at -0.031 Eh.

***

Computed, not measured: a cluster of 2 separate species, CH3IO in total at a distorted geometry, with ωB97M-V with the def2-TZVPD basis set.

Each line ends with the Mulliken charge.
Positions of all 6 atoms, in Å:
C  1.3269  1.0281  -0.4181  -0.001
O  2.1050  0.4215  0.2674  -0.381
H  1.5695  1.9291  -1.0157  0.225
H  0.3000  0.7437  -0.4776  0.156
I  -1.9300  -1.9286  1.0908  -0.088
H  -3.3714  -2.1937  0.5532  0.089

Forces on the atoms, in the same order (eV/Å):
0.734 0.292 0.191
0.054 0.278 -0.261
0.414 -0.116 0.129
-1.229 -0.471 -0.052
0.947 0.179 0.337
-0.920 -0.163 -0.343

The SMILES is C=O.I. The value obtained for the max |F| is 0.0256 Eh/bohr. The calculation puts the frontier orbital gap at 10.84 eV. The value obtained for the total energy is -11232.6178 eV. The calculation puts the LUMO energy at 0.025 Eh.

***

Computed, not measured: a structure of composition CH3IO at a distorted geometry, with ωB97M-V with the def2-TZVPD basis set.

Each line ends with the Mulliken charge.
Positions of all 6 atoms, in Å:
C  0.2361  -0.1964  0.4315  -0.762
O  -0.9358  0.8842  -0.5355  -0.293
I  2.0295  -0.3013  -0.6078  0.082
H  0.4295  0.3145  1.3275  0.260
H  -0.3857  -1.0273  0.5673  0.339
H  -1.3736  0.3265  -1.1831  0.374

Forces on the atoms, in the same order (eV/Å):
2.576 -1.347 1.530
-1.696 2.799 -1.285
-0.152 -0.246 -0.273
0.037 0.833 0.976
-0.318 -1.509 -0.224
-0.447 -0.531 -0.724

The value obtained for the max |F| is 0.0684 Eh/bohr. As for the spin multiplicity: 3. The calculation puts the frontier orbital gap (spin up / spin down) at 6.77 / 6.46 eV. As for the expectation value of S²: 2.01. The value obtained for the total energy is -11227.6378 eV. The calculation puts the LUMO energy (spin up / spin down) at 0.018 / -0.112 Eh.

***

Computed, not measured: an isolated molecule of CH3IOS at a distorted geometry, with ωB97M-V with the def2-TZVPD basis set.

Each line ends with the Mulliken charge.
Positions of all 7 atoms, in Å:
C  -0.0781  -0.1632  0.1423  -0.836
O  0.1461  -2.9513  0.6778  -0.422
S  0.2427  -1.7374  1.4405  0.364
I  2.7012  -1.3660  1.8748  -0.056
H  0.6085  0.5916  0.4880  0.329
H  -1.1620  -0.0344  0.4185  0.295
H  0.3524  -0.3963  -0.8446  0.327

Forces on the atoms, in the same order (eV/Å):
0.548 -1.873 1.973
-0.328 -1.215 -0.731
0.450 2.682 -0.856
-0.367 0.113 -0.093
-0.323 0.584 0.680
1.189 0.230 -1.182
-1.169 -0.522 0.210

The value obtained for the max |F| is 0.0555 Eh/bohr. The calculation puts the frontier orbital gap at 8.50 eV. The value obtained for the total energy is -22067.6406 eV. The calculation puts the LUMO energy at -0.034 Eh.